This record from the Open Molecules 2025 dataset describes a cluster of 2 separate species, C7H9F3N2 in total. The level of theory is ωB97M-V/def2-TZVPD.

Its frontier orbital gap (spin up / spin down) is 8.661 / 6.762 eV. The lowest unoccupied orbital energy (spin up / spin down) is -0.22 / -0.16 eV. The value obtained for the highest occupied orbital energy (spin up / spin down) is -8.88 / -6.92 eV. The value obtained for the relative energy (zero: lowest compared OMol25 entry of this formula, charge and spin) is 193.0 kJ/mol.

Each atom is followed by the atoms it is bonded to, with distances in Å.
Atoms and positions in Å:
1 C 1.842 -0.014 -2.000  C2 1.389, C3 1.384, H13 1.072
2 C 0.980 -0.697 -1.150  C1 1.389, C4 1.411, H14 1.070
3 C 2.327 1.087 -1.317  C1 1.384, N8 1.355, H15 1.074
4 C 0.946 0.015 0.068  C2 1.411, C6 1.382, N8 1.376
5 C -2.159 1.680 -0.151  H16 1.067, H17 1.069, H18 1.068
6 C 0.225 -0.227 1.223  C4 1.382, C7 1.493, F10 1.355
7 C -0.609 -1.443 1.457  C6 1.493, N9 1.401, F11 1.378, F12 1.388
8 N 1.777 1.102 -0.079  C3 1.355, C4 1.376, H19 1.005
9 N -1.502 -1.695 0.408  C7 1.401, H20 1.011, H21 1.012
10 F 0.385 0.603 2.280  C6 1.355
11 F 0.188 -2.556 1.619  C7 1.378
12 F -1.239 -1.338 2.690  C7 1.388
13 H 2.100 -0.282 -3.005  C1 1.072
14 H 0.431 -1.593 -1.346  C2 1.070
15 H 3.008 1.854 -1.634  C3 1.074
16 H -1.317 2.110 -0.647  C5 1.067
17 H -2.361 1.919 0.871  C5 1.069
18 H -2.872 1.120 -0.715  C5 1.068
19 H 1.987 1.752 0.659  N8 1.005
20 H -2.064 -0.886 0.182  N9 1.011
21 H -2.074 -2.511 0.586  N9 1.012